Entry from OMol25: an isolated molecule of C6H6N2O (wB97M-V/def2-TZVPD).

Geometry as XYZ:
```
15
Properties=species:S:1:pos:R:3:forces:R:3
C 1.25234 1.50831 -1.31690 4.3 3.3 -2.0
C 0.63018 0.98697 -0.44233 2.5 2.8 -5.0
C -0.04648 0.45470 0.52036 -4.3 -1.3 5.8
C -1.56844 1.04519 0.56402 0.7 3.4 1.1
C -1.29865 -0.37886 0.32969 1.1 -1.2 0.4
C 0.19778 -1.61608 -0.55201 -0.9 -0.7 0.7
H 2.12060 2.26059 -1.74412 -3.1 -2.6 1.0
H -1.90938 1.52929 1.57597 0.2 -1.7 -2.0
H -1.63427 1.88100 -0.27332 0.1 -2.3 1.6
H -1.40548 -1.03959 1.26638 -0.2 1.2 -1.4
H 0.65235 -2.37954 -1.12847 0.5 -0.5 -0.9
H 2.02991 -1.39377 0.07139 -1.4 0.5 1.7
N -0.99712 -1.20251 -0.86143 1.1 -0.5 1.6
N 1.09809 -1.42045 0.62996 -0.1 -0.9 -3.5
O 0.87857 -0.23525 1.36082 -0.5 0.5 0.9
```
Forces are in eV/Å.

Calculated values
- SMILES: C#C[C@@]12C[C@H]1N=CNO2



Entry from OMol25: a cluster of 2 separate species, C3H6N4O in total (wB97M-V/def2-TZVPD).

Geometry as XYZ:
```
14
Properties=species:S:1:pos:R:3:forces:R:3
C -2.22592 0.26726 -0.15598 -0.3 1.0 -0.6
C 1.48436 0.20160 -0.63142 3.1 1.6 1.1
C -1.09354 -0.55428 0.21861 -0.7 -2.4 1.9
N 1.75143 -1.10797 -0.86590 -1.0 -0.1 0.4
N -0.60655 -1.41772 0.82908 -0.1 1.2 -1.3
N 1.44131 0.48929 0.90931 0.1 -1.4 0.3
N 0.76023 1.37334 1.38766 -1.4 0.3 -1.2
O 1.88007 1.09318 -1.34969 -1.1 -0.1 -0.1
H 1.24490 -1.79790 -0.32796 0.3 0.0 -0.2
H 2.23095 -1.34858 -1.71817 -0.3 0.1 0.0
H 0.74399 1.34169 2.42412 1.1 0.0 -0.3
H -2.28837 0.49831 -1.21803 0.2 -0.1 0.0
H -2.18502 1.22352 0.36746 0.1 -0.1 0.1
H -3.13782 -0.26172 0.13092 0.2 0.0 0.0
```
Forces are in eV/Å.

Calculated values
- SMILES: [H]/N=N/C(N)=O.CC#N



Entry from OMol25: a cluster of 2 separate species, HI2PS2 in total (wB97M-V/def2-TZVPD).

Geometry as XYZ:
```
6
Properties=species:S:1:pos:R:3:forces:R:3
P 1.29166 0.95941 -0.64467 -0.9 -0.9 0.9
S 1.62219 -0.82228 0.49962 -1.8 1.4 0.8
S -0.72921 1.54797 -0.28487 1.4 -0.3 0.0
I -2.52870 -4.88327 -0.53008 0.1 0.2 0.0
I -0.28789 3.88043 -0.59869 -0.1 -0.2 0.0
H 0.63195 -0.68227 1.55868 1.3 -0.1 -1.7
```
Forces are in eV/Å.



Entry from OMol25: an isolated molecule of C4H9NOS (wB97M-V/def2-TZVPD).

Geometry as XYZ:
```
16
Properties=species:S:1:pos:R:3:forces:R:3
C 1.71181 -0.39871 0.47360 -1.8 -3.8 -0.2
C 0.36585 0.31926 0.52726 0.8 -0.1 3.0
C -0.93413 -0.53670 0.39623 2.0 1.2 1.9
C -1.45329 -0.60819 -0.93701 -2.4 -1.5 -1.2
H 2.40806 -0.06604 -1.46473 -1.1 -2.8 2.6
H 1.81896 -1.23892 1.24764 -1.0 0.2 -1.5
H 2.52173 0.06632 0.78706 3.2 3.7 1.8
H 0.15095 0.77546 1.56181 1.0 -1.1 -1.0
H -0.60857 2.45494 0.02127 2.6 -1.0 -1.0
H -0.99745 -1.23081 1.32918 -0.5 1.1 -2.1
H -0.82666 -0.14859 -1.68757 0.1 -1.1 -0.8
H -2.31404 -1.40292 -1.11710 2.2 1.7 -0.2
H -2.88097 0.55345 0.09846 1.9 -0.8 0.4
N -1.83413 0.49924 -0.07098 -3.8 0.5 0.6
O 2.15542 -0.88324 -0.81782 -0.1 2.2 -2.1
S 0.71647 1.84546 -0.34730 -3.1 1.6 -0.2
```
Forces are in eV/Å.

Calculated values
- SMILES: OC[C@@H](S)[C@@H]1CN1



Entry from OMol25: an isolated molecule of CH5NP2 (wB97M-V/def2-TZVPD).

Geometry as XYZ:
```
9
Properties=species:S:1:pos:R:3:forces:R:3
C -1.85712 0.26634 0.08826 -0.4 0.2 0.1
N 0.66590 0.05810 -0.10633 6.2 -1.8 0.0
P -0.28309 1.27490 -0.06371 -2.4 1.9 0.2
P 2.65786 0.03437 0.02949 -3.9 0.1 -0.2
H -1.58138 -0.73153 0.42502 -0.1 0.1 0.0
H -2.52978 0.73337 0.80571 0.0 0.0 0.0
H -2.37001 0.19535 -0.86918 0.1 0.0 -0.1
H 2.56974 -1.10471 0.83030 0.3 -0.3 0.3
H 2.72787 -0.72620 -1.13956 0.3 -0.2 -0.3
```
Forces are in eV/Å.

Calculated values
- Spin multiplicity: 3



Entry from OMol25: an isolated molecule of CH4 (wB97M-V/def2-TZVPD).

Geometry as XYZ:
```
5
Properties=species:S:1:pos:R:3:forces:R:3
C -0.02137 0.04123 -0.02703 1.9 -3.1 1.0
H 0.38575 0.97407 -0.17403 0.5 2.2 -0.5
H 0.85923 -0.69915 -0.04535 -1.4 0.9 -0.1
H -0.76814 -0.26890 -0.69182 -0.8 -0.2 -1.4
H -0.45547 -0.04725 0.93823 -0.2 0.2 1.0
```
Forces are in eV/Å.

Calculated values
- SMILES: C



Computed calculated total energy (eV) in order:
-11337.8298 -11213.6823 -47173.8806 -18662.7076 -21181.7140 -1101.6075
Computed maximum force (hartree/bohr) in order:
0.1426 0.0704 0.0471 0.1009 0.1250 0.0742
Computed energy above the lowest of the compared OMol25 structures with the same formula, charge and spin (kcal per mole) in order:
198.36 71.36 96.39 111.12 22.77 4.82